# 1
Computed, not measured: one molecule with the formula C22H27N3O3S, with wB97M-V/def2-TZVPD.

```
56
Properties=species:S:1:pos:R:3:mulliken_charge:R:1
S 1.80451 0.82945 -0.08370 -0.5362
O 3.10863 -3.09632 2.62466 -0.6300
O 0.78005 1.90951 3.57413 -0.7068
O 3.55395 -3.25133 0.46358 -0.4423
N -1.94995 1.57020 1.13708 0.6028
N -2.09024 -0.86889 -0.44146 0.1324
N 0.51264 2.96820 1.58683 -0.0688
C 3.02488 -1.49405 -1.12199 1.2792
C 3.05428 -1.05291 -2.44715 -0.5136
C 3.63710 -1.37150 -4.86720 -1.5164
C 3.59452 -1.83737 -3.44506 0.4774
C -4.59930 -1.31449 -0.17000 -0.9849
C -3.23001 -1.70121 -0.74443 -0.6079
C 1.53833 0.81408 1.64044 0.2715
C -0.27807 4.05221 2.11305 -0.9452
C 2.51887 -1.24732 1.26418 0.1860
C 4.11325 -3.09100 -3.10586 -0.6999
C -2.40011 2.67032 1.97816 -1.2004
C 0.89752 1.93027 2.36372 0.3374
C -2.61311 1.56121 -0.15531 -0.5701
C 1.96991 -0.34972 2.20671 -0.8466
C 4.09301 -3.55011 -1.80740 -0.5571
C 3.54906 -2.75745 -0.79990 -0.1399
C -2.02588 0.44678 -1.03071 -0.9862
C -1.59929 -0.85130 0.91741 -0.2908
C 2.50126 -0.74608 -0.02648 0.9359
C -1.72592 3.99748 1.62260 -0.5381
C 3.06148 -2.57043 1.54422 0.0681
C -2.15078 0.28489 1.78870 -0.8290
H 0.17788 5.00456 1.82036 0.3393
H 3.18667 -0.38816 -4.96918 0.3537
H -1.60766 0.29067 2.73698 0.5543
H -0.96453 0.67531 -1.19544 0.0764
H 3.10251 -2.06948 -5.50961 0.3427
H -1.81478 -1.81010 1.39119 0.5199
H -4.92190 -0.34507 -0.54186 0.2222
H 4.66732 -1.32163 -5.21680 0.3376
H -0.51109 -0.73640 0.86550 -0.3872
H -3.49694 2.78901 1.91801 0.5075
H -4.57282 -1.28733 0.91636 0.2279
H 4.49264 -4.51650 -1.54542 0.4636
H -5.33539 -2.05579 -0.47339 0.4377
H 4.53906 -3.71054 -3.88093 0.4130
H 1.89503 -0.55595 3.25835 0.5523
H 2.64462 -0.07847 -2.67083 0.3389
H -3.22034 0.11530 2.00437 0.2663
H -2.14815 2.42637 3.01278 0.4887
H -1.75007 4.15317 0.54265 0.2598
H 0.47946 2.83647 0.58760 0.2215
H -3.70326 1.42537 -0.03886 0.2009
H -2.44810 2.52058 -0.65149 0.3999
H -2.53019 0.43182 -1.99865 0.5440
H -2.27980 4.81239 2.09080 0.3936
H -2.98051 -2.70893 -0.39641 0.3930
H -3.30827 -1.74057 -1.83610 0.3869
H -0.24196 3.96076 3.20116 0.4648
```

Results
relative energy (zero: lowest compared OMol25 entry of this formula, charge and spin)	41.5	kcal/mol
multiplicity	1
SMILES	CCN1CCN(CCCNC(=O)c2cc3c(=O)oc4ccc(C)cc4c3s2)CC1
maximum force	0.01929	hartree/bohr
Kohn-Sham gap	7.7	eV

---

# 2
Computed, not measured: one molecule with the formula C22H27N3O3S, with wB97M-V/def2-TZVPD.

```
56
Properties=species:S:1:pos:R:3:mulliken_charge:R:1
S 4.91264 -0.72845 -0.42020 -0.0064
O 1.80803 3.77686 -0.13807 -0.6988
O -5.36343 -0.15522 -1.29675 -0.4239
O 0.30435 0.47332 -1.08136 -0.5746
N 2.12469 0.23481 0.25266 -0.1219
N 0.59377 2.37365 1.15187 -0.0995
N -3.09261 1.23017 -0.28645 0.4778
C -2.12262 2.30673 -0.17098 -0.5398
C -5.36913 0.42883 -0.01654 -0.7764
C 1.58137 -2.65215 0.06044 -0.3327
C -0.46671 3.30345 1.46051 -1.0182
C -1.10151 -3.21724 0.44949 -0.7735
C -4.05346 -0.53052 -1.65965 -0.4464
C 7.19641 0.36902 -0.75998 -0.5587
C 4.99862 1.01434 -0.34380 0.5075
C 1.61979 2.66975 0.32553 0.1128
C 0.64035 -1.63346 -0.03965 -0.0053
C 6.29318 1.42582 -0.55022 -0.6492
C -0.70846 -1.92954 0.14814 -0.4935
C 1.17505 -3.94200 0.35020 -1.0987
C 0.99314 -0.22815 -0.36976 0.3976
C -4.44294 1.64321 0.05611 -0.5116
C -0.16599 -4.24244 0.55411 1.0453
C -3.09885 0.66109 -1.62617 -0.7048
C -0.60540 -5.63449 0.88548 -1.3897
C -1.84037 2.65729 1.29116 -0.7302
C 6.59908 -0.85066 -0.71465 -0.4439
C 2.59348 1.54685 0.11804 0.5408
C 3.87853 1.87058 -0.12505 -0.4363
H 2.75238 -0.44351 0.66295 0.2972
H -1.45671 -5.92298 0.27195 0.3565
H 1.91298 -4.72869 0.41419 0.3469
H -2.44467 3.20910 -0.71791 0.1891
H -4.45336 2.04040 1.07228 0.3818
H -1.43315 -1.13341 0.06120 0.5599
H 0.19999 -6.34721 0.72835 0.3643
H -3.42648 1.40322 -2.37539 0.4240
H -6.40255 0.71770 0.18424 0.3681
H 2.62806 -2.45480 -0.12384 0.4164
H -4.81293 2.42319 -0.63423 0.3660
H -1.19974 1.94777 -0.62986 0.3282
H -2.59477 3.34260 1.68004 0.4237
H -0.35011 3.65593 2.49364 0.3350
H 4.09480 2.92984 -0.16880 0.4125
H 6.57657 2.46278 -0.55016 0.4341
H -5.04473 -0.31182 0.73147 0.3197
H -0.34725 4.15530 0.78712 0.4256
H -1.88214 1.73831 1.88139 0.3591
H 0.47672 1.43048 1.48626 0.2035
H 8.24769 0.50737 -0.93834 0.4078
H -2.14839 -3.43789 0.60063 0.4292
H 7.03965 -1.81992 -0.83744 0.4317
H -2.08688 0.33703 -1.87405 0.3076
H -0.91479 -5.68994 1.92931 0.2959
H -4.12125 -0.94287 -2.66765 0.3925
H -3.68992 -1.30943 -0.97183 0.1760
```

Results
relative energy (zero: lowest compared OMol25 entry of this formula, charge and spin)	56.6	kcal/mol
multiplicity	1
SMILES	Cc1ccc(C(=O)N/C(=C\c2cccs2)C(=O)NCCCN2CCOCC2)cc1
maximum force	0.02147	hartree/bohr
Kohn-Sham gap	8.3	eV